Below is a molecular structure, C27H32ClPTc, with properties calculated with ωB97M-V/def2-TZVPD.

As for the highest occupied orbital energy (alpha / beta): -0.464 / -0.492 hartree. The calculation puts the LUMO energy (alpha / beta) at -8.5 / -8.5 eV. The frontier orbital gap (alpha / beta) is 4.09 / 4.83 eV. The spin multiplicity is 4. The total charge is +2. The electronic energy comes out at -52508.7107 eV.

Geometry (Å):
C -2.23938 5.55437 -0.24767
C -2.79902 5.35736 1.10674
C -0.77837 5.73964 -0.41805
C -3.06100 5.20078 -1.43065
Cl -2.50213 0.80794 0.26250
H -0.46847 6.81983 -0.50260
H -0.42284 5.19439 -1.29989
H -0.21246 5.27341 0.39624
H -3.26872 6.25635 1.56210
H -2.02512 5.00290 1.79530
H -3.54636 4.55974 1.13214
H -3.63885 6.04424 -1.87226
H -3.77112 4.39632 -1.21995
H -2.42467 4.77785 -2.21426
C 1.28845 -0.17544 2.15347
C 1.68403 0.66719 1.06080
C 0.98459 1.93188 1.13051
H 2.54744 0.48100 0.44493
C -0.04779 1.69624 2.15853
C 0.19194 0.42844 2.75487
H -0.38385 -0.01582 3.55900
H 1.82199 -1.06890 2.47572
H 1.33399 2.90827 0.78064
H -0.78517 2.42324 2.51364
C -1.09141 -0.54744 -2.40841
C 0.14343 -1.01298 -1.92059
C 0.94966 0.14488 -1.60830
H 0.50694 -2.03296 -1.91082
C 0.20514 1.33967 -1.94251
C -1.09194 0.85676 -2.48140
H -1.90235 1.48352 -2.87909
H -1.93427 -1.15661 -2.67431
H 1.99752 0.10910 -1.37154
H 0.61294 2.35120 -2.10611
Tc -0.24522 0.70857 0.03954
C 1.65114 -2.86130 0.33989
P -0.09748 -2.33522 0.46447
C -0.95670 -3.71344 -0.44985
C -2.23755 -3.39954 -0.93079
C -2.94408 -4.33277 -1.70176
C -2.46912 -5.64462 -1.80617
C -1.22169 -5.98241 -1.27381
C -0.45748 -5.01779 -0.61333
C -0.49398 -2.93240 2.14089
C 0.22594 -3.91419 2.83862
C -0.20358 -4.29255 4.11491
C -1.39318 -3.77204 4.63558
C -2.13426 -2.82836 3.91280
C -1.69169 -2.41247 2.65857
H 1.69706 -3.79013 -0.23986
H 2.04769 -3.01770 1.35195
H 2.25405 -2.09371 -0.15927
H -2.70720 -2.43458 -0.69739
H -3.85969 -4.04430 -2.22682
H -3.06644 -6.42616 -2.28184
H -0.81277 -6.98878 -1.36380
H 0.52048 -5.28721 -0.19622
H 1.08989 -4.41280 2.39660
H 0.39534 -5.00019 4.69118
H -1.76221 -4.11100 5.60191
H -3.06488 -2.41237 4.30153
H -2.26764 -1.70005 2.06118

Cartesian forces (eV/Å) of the 2 atoms listed first:
-0.08 -1.32 0.03
0.20 -0.25 0.39